1.
119
Properties=species:S:1:pos:R:3 method="wB97M-V/def2-TZVPD" mol_weight_g_mol=895.72 e_homo_ev=-8.1 multiplicity=1 lumo_energy_ev=0.15
C 0.02 3.52 4.02
C -0.75 2.21 4.20
C -0.27 1.00 3.34
Br 1.70 1.07 3.28
C -0.91 0.94 1.94
Br -1.75 2.62 1.33
C -2.21 0.07 2.12
O -2.83 -0.13 3.05
O -2.54 -0.40 0.89
C -1.47 -0.33 -0.06
C -1.74 0.50 -1.31
C -3.20 0.40 -1.79
C -3.54 1.67 -2.54
N -3.94 1.52 -3.89
O -3.49 2.71 -2.01
P -1.17 -2.13 -0.70
O -2.32 -3.07 0.08
O -1.69 -2.14 -2.31
C -0.28 0.04 0.86
S 0.03 -1.57 1.80
O 0.97 0.31 0.31
C 1.17 1.65 -0.11
C 2.67 1.79 -0.52
C 2.85 2.73 -1.69
O 3.25 0.52 -0.73
H 0.31 3.64 2.98
H 0.94 3.55 4.59
H -0.57 4.39 4.28
H -1.82 2.34 4.12
H -0.58 1.89 5.23
H -0.50 0.13 3.92
H -1.60 1.55 -1.09
H -1.06 0.26 -2.12
H -3.38 -0.47 -2.41
H -3.88 0.37 -0.94
H -4.42 2.37 -4.17
H -3.10 1.38 -4.45
H -2.72 -3.66 -0.57
H -2.42 -2.76 -2.47
H 1.23 -1.95 1.31
H 0.50 1.92 -0.94
H 1.01 2.37 0.68
H 3.17 2.20 0.36
H 3.92 2.93 -1.77
H 2.47 2.24 -2.58
H 2.39 3.70 -1.51
H 3.49 0.47 -1.66
C 4.61 -4.68 2.30
C 3.42 -3.87 2.78
O 2.30 -4.06 1.91
H 4.89 -4.38 1.28
H 5.47 -4.53 2.95
H 4.37 -5.74 2.27
H 3.65 -2.81 2.78
H 3.13 -4.17 3.79
H 2.08 -5.00 1.91
C 6.89 5.98 -2.05
C 5.82 5.81 -0.99
O 5.72 4.45 -0.55
H 6.68 5.34 -2.91
H 6.96 7.01 -2.38
H 7.87 5.67 -1.66
H 4.85 6.09 -1.38
H 6.04 6.44 -0.12
H 6.58 4.20 -0.19
C 8.10 9.34 -5.39
C 6.74 8.69 -5.27
O 6.41 8.43 -3.90
H 8.87 8.69 -4.96
H 8.35 9.53 -6.44
H 8.14 10.28 -4.85
H 6.71 7.74 -5.79
H 5.96 9.34 -5.69
H 6.42 9.27 -3.43
C -2.81 5.89 -3.57
C -1.29 5.82 -3.56
O -0.77 6.00 -2.25
H -3.15 6.85 -3.18
H -3.21 5.76 -4.57
H -3.22 5.11 -2.92
H -0.87 6.60 -4.19
H -0.95 4.85 -3.95
H -1.14 5.30 -1.70
C -3.65 -3.36 3.26
C -4.65 -3.99 2.31
O -4.99 -3.07 1.28
H -4.07 -2.46 3.70
H -3.38 -4.05 4.06
H -2.75 -3.07 2.72
H -5.56 -4.27 2.83
H -4.23 -4.90 1.85
H -4.18 -2.84 0.82
C -3.05 -8.13 2.15
C -2.67 -8.12 0.68
O -3.50 -8.99 -0.08
H -2.98 -9.15 2.55
H -2.40 -7.48 2.73
H -4.09 -7.81 2.28
H -1.64 -8.47 0.55
H -2.74 -7.11 0.27
H -4.41 -8.68 0.02
C 4.16 -4.03 -2.26
C 2.79 -4.68 -2.16
O 2.44 -4.93 -0.81
H 4.92 -4.68 -1.81
H 4.44 -3.85 -3.30
H 4.18 -3.09 -1.71
H 2.78 -5.63 -2.69
H 2.03 -4.03 -2.61
H 2.44 -4.09 -0.33
C -8.98 -4.35 3.86
C -8.11 -5.04 4.91
O -8.47 -6.41 5.02
H -10.03 -4.43 4.13
H -8.72 -3.29 3.77
H -8.85 -4.82 2.89
H -8.26 -4.58 5.88
H -7.05 -4.96 4.64
H -8.33 -6.82 4.16

---

2.
118
Properties=species:S:1:pos:R:3 method="wB97M-V/def2-TZVPD" mol_weight_g_mol=916.63 total_charge=+1 e_homo_ev=-10.4 multiplicity=1 lumo_energy_ev=-3.00
Hg 31.14 20.88 5.62
C 31.40 18.41 2.05
C 31.41 19.23 3.32
O 30.77 18.87 4.31
O 31.97 20.33 3.38
H 30.41 18.42 1.58
H 31.69 17.37 2.15
H 31.95 18.92 1.26
C 36.70 18.04 3.99
C 35.83 17.19 3.06
C 34.57 17.85 2.51
O 36.56 16.54 2.10
H 37.33 18.74 3.43
H 37.48 17.41 4.40
H 36.12 18.57 4.74
H 35.49 16.37 3.69
H 34.80 18.77 1.98
H 34.00 18.13 3.39
H 33.92 17.18 1.94
H 36.01 15.80 1.84
C 32.67 15.98 5.49
C 31.31 15.66 6.19
C 31.25 14.18 6.48
O 30.04 13.60 6.79
C 29.11 13.51 5.73
N 31.16 16.53 7.37
H 32.83 15.35 4.61
H 33.49 15.65 6.13
H 32.74 17.03 5.21
H 30.50 15.93 5.51
H 31.94 14.01 7.31
H 31.63 13.61 5.63
H 28.25 12.96 6.11
H 29.55 13.08 4.83
H 28.66 14.48 5.51
H 30.22 16.39 7.72
H 31.70 16.06 8.08
C 33.77 18.60 8.47
C 33.17 19.67 7.60
C 34.02 19.90 6.34
O 33.52 21.03 5.78
C 34.51 21.77 5.02
N 31.77 19.33 7.27
H 34.82 18.75 8.74
H 33.80 17.67 7.90
H 33.34 18.51 9.47
H 33.06 20.68 8.00
H 33.97 19.10 5.60
H 35.05 20.03 6.67
H 34.22 22.78 4.75
H 34.91 21.28 4.13
H 35.24 22.07 5.76
H 31.35 19.26 8.18
H 31.63 18.38 6.97
C 29.61 10.62 0.99
C 31.04 11.06 1.27
C 31.11 12.28 2.21
O 30.60 13.44 1.54
C 30.62 14.63 2.33
N 31.76 9.92 1.70
H 29.09 11.47 0.54
H 29.04 10.37 1.89
H 29.65 9.81 0.26
H 31.52 11.32 0.33
H 32.14 12.46 2.52
H 30.52 12.18 3.12
H 29.96 15.39 1.90
H 31.66 14.94 2.35
H 30.30 14.38 3.34
H 31.59 9.67 2.66
H 31.62 9.08 1.15
C 27.31 22.24 3.70
C 28.20 21.96 4.85
C 28.13 20.50 5.54
O 29.09 20.14 6.56
C 28.62 19.07 7.36
N 29.53 22.19 4.49
H 27.18 23.28 3.41
H 26.37 21.78 4.00
H 27.61 21.71 2.80
H 28.01 22.72 5.61
H 28.36 19.73 4.80
H 27.14 20.38 5.99
H 29.33 18.91 8.17
H 28.50 18.16 6.77
H 27.64 19.22 7.80
H 29.82 23.15 4.60
H 29.56 21.96 3.51
C 33.90 23.19 0.72
C 33.75 21.65 0.45
C 32.46 21.42 -0.41
S 31.29 22.75 0.21
O 30.22 22.33 1.12
O 30.92 23.64 -0.91
C 32.58 23.68 1.23
H 34.11 23.65 -0.24
H 34.74 23.41 1.39
H 33.70 21.04 1.36
H 34.65 21.26 -0.03
H 31.94 20.48 -0.22
H 32.67 21.66 -1.45
H 32.41 23.35 2.26
H 32.27 24.72 1.15
C 26.58 16.83 5.26
C 25.33 16.68 4.42
C 25.49 17.44 3.07
S 27.28 17.65 2.70
O 27.53 19.09 2.68
O 27.62 16.77 1.60
C 27.77 16.88 4.32
H 26.70 15.96 5.91
H 26.55 17.76 5.83
H 24.42 16.93 4.96
H 25.17 15.61 4.27
H 25.15 18.47 3.20
H 24.95 17.01 2.23
H 28.59 17.52 4.63
H 28.05 15.92 3.88